1.
Entry from the Open Molecules 2025 dataset: 2 unconnected molecules or ions with the total composition C4H11N4 (ωB97M-V/def2-TZVPD).

The geometry in XYZ format:
```
19
Properties=species:S:1:pos:R:3:forces:R:3
N -2.283308 0.226271 -1.406280 0.50 0.05 -1.68
N 0.678372 0.000612 0.576664 0.22 -0.18 0.29
N 0.353839 2.218047 0.199751 -0.15 0.24 0.09
N -2.514268 0.173467 -0.220334 -0.20 -0.07 1.78
C 0.224287 -1.062706 1.056711 -0.41 0.02 -0.08
C 0.623371 1.001051 -0.232547 0.15 0.24 -0.29
C 1.010198 0.791521 -1.652594 -0.01 -0.06 -0.36
C 1.023849 -1.939198 1.920479 0.34 -0.18 0.28
H 0.476116 -2.158847 2.835345 -0.05 -0.02 0.06
H 0.484309 3.019862 -0.397493 -0.06 -0.15 -0.01
H 1.988016 -1.496965 2.158344 -0.01 -0.03 -0.01
H 0.036810 2.380921 1.143293 0.04 -0.04 -0.03
H -3.500485 0.062118 0.088989 -0.07 0.02 -0.61
H 1.425364 1.693631 -2.091674 0.04 0.08 0.00
H 1.724405 -0.021606 -1.751390 0.01 0.04 0.09
H 0.105166 0.518195 -2.199613 -0.02 0.03 0.06
H -0.808126 -1.343437 0.840942 0.00 0.08 -0.07
H 1.175558 -2.893025 1.413431 -0.02 -0.08 -0.03
H -3.078006 0.152216 -2.070638 -0.31 0.00 0.51
```
Forces are in eV/Å.

Summary:
- Kohn-Sham gap (eV) = 9.93
- electronic energy (hartree) = -377.73725
- charge = +1
- max |F| (eV/A) = 1.8
- energy above the lowest of the compared OMol25 structures with the same formula, charge and spin (kcal per mole) = 56.2

2.
Entry from the Open Molecules 2025 dataset: a molecular structure, C4H11N4O12S2V (ωB97M-V/def2-TZVPD).

The geometry in XYZ format:
```
34
Properties=species:S:1:pos:R:3:forces:R:3
V -0.337967 -0.445386 0.257174 -0.95 3.14 -1.32
S -0.454147 0.826064 2.762234 -5.00 2.19 0.75
S -1.950927 -1.213476 -1.920866 -0.23 0.45 -3.09
O -1.187027 -2.619846 1.050874 -0.90 -1.23 0.62
O -2.176117 -0.558796 -0.656036 -4.63 2.79 5.32
O 1.539503 0.024814 -0.703506 -0.72 -0.86 0.34
O 0.779383 -2.259756 0.766514 1.35 -0.05 0.02
O -2.481717 -2.531236 -2.011876 -0.80 -1.48 -0.06
O -0.523637 -1.213566 -1.598316 6.29 -1.85 -1.52
O -1.448337 0.133444 1.858364 -3.50 -1.63 -0.66
O -0.566037 1.633774 -0.278486 1.01 0.72 -0.38
O -2.258357 -0.381456 -3.079706 -0.02 -0.28 0.59
O -0.713987 2.261114 2.695574 0.37 0.01 0.60
O 0.601673 0.465664 1.895074 7.73 -1.47 -2.33
O -0.530457 0.269934 4.080294 0.86 -0.32 0.72
N -2.548397 2.493894 -0.881816 -2.11 -1.10 -0.66
N -0.962327 3.858124 -0.439316 2.84 3.29 0.12
N 3.428333 -0.281086 -1.915496 0.73 -2.32 -1.46
N 3.032203 1.635274 -1.028146 -0.18 3.45 0.98
C -1.269747 2.604304 -0.551306 -1.50 -2.88 0.83
C -0.015057 -3.094496 1.194544 -1.03 -0.27 0.66
C 2.550533 0.430164 -1.215656 0.52 -0.68 0.56
C 0.256593 -4.404786 1.887774 1.06 0.01 -0.68
H 1.334593 -4.525086 1.995144 0.13 0.51 0.30
H 4.287683 0.155124 -2.217716 -0.31 -0.61 0.03
H 0.057603 -5.252206 1.231724 -0.84 0.11 0.06
H -3.066367 3.324334 -1.131166 -0.12 -0.60 0.24
H 3.875623 1.971314 -1.470666 -0.51 0.09 0.35
H -0.058877 4.038244 -0.025266 -0.35 0.48 0.00
H -3.004287 1.665304 -0.527256 -0.19 -0.22 -0.55
H -0.208057 -4.473576 2.871374 -0.24 0.04 -0.33
H 3.269913 -1.274366 -2.007176 0.15 0.29 -0.22
H -1.710017 4.536574 -0.466856 0.75 -0.04 0.36
H 2.458213 2.201674 -0.420016 0.34 0.33 -0.18
```
Forces are in eV/Å.

Summary:
- Kohn-Sham gap (spin up / spin down) (eV) = 7.33 / 4.58
- electronic energy (hartree) = -3021.45471
- charge = -1
- multiplicity = 4
- max |F| (eV/A) = 8.2
- expectation value of S² = 3.77

3.
Entry from the Open Molecules 2025 dataset: a gas-phase ion, C4H11N4S (charge +1) (ωB97M-V/def2-TZVPD).

The geometry in XYZ format:
```
20
Properties=species:S:1:pos:R:3:forces:R:3
S 2.671562 2.343455 -0.619028 0.22 -0.62 0.38
N 0.946396 1.142761 1.034535 3.85 -0.79 -3.50
N 0.596006 -0.973634 -0.971490 0.31 0.59 -0.36
N -0.320186 0.865398 1.386760 -2.04 3.72 4.36
N -1.085108 -0.101394 1.047930 0.66 -2.73 -1.21
C -2.352729 -0.339235 1.736027 0.84 4.84 0.15
C 1.591451 0.971441 -0.214387 0.15 2.09 1.19
C 0.046767 -1.940872 -1.929243 0.95 0.10 -0.01
C 1.454455 0.020386 -1.203464 -1.48 -1.85 1.16
H -2.649502 0.528612 2.479464 0.82 -2.01 -0.89
H 1.361575 1.918409 1.561000 -0.44 -0.46 -0.30
H -2.368377 -1.316822 2.060738 -0.25 -1.90 1.14
H -0.404041 1.347458 2.315614 -0.78 -0.84 -0.90
H 1.617782 3.066274 -0.973256 -0.23 0.52 -0.09
H -3.007790 -0.175163 0.925573 -1.47 -0.32 -0.73
H 0.091817 -0.828798 -0.082188 -0.62 -0.74 -0.27
H 2.033047 -0.009429 -2.094682 0.38 0.44 -0.52
H 0.764184 -2.765565 -2.125566 -0.46 0.37 0.38
H -0.137833 -1.461210 -2.903190 -0.23 -0.08 0.49
H -0.849477 -2.292072 -1.431147 -0.18 -0.32 -0.49
```
Forces are in eV/Å.

Summary:
- Kohn-Sham gap (spin up / spin down) (eV) = 8.09 / 7.99
- electronic energy (hartree) = -775.79310
- charge = +1
- multiplicity = 3
- max |F| (eV/A) = 6.1
- expectation value of S² = 2.01
- energy above the lowest of the compared OMol25 structures with the same formula, charge and spin (kcal per mole) = 0.0

4.
Entry from the Open Molecules 2025 dataset: a gas-phase ion, C4H11N5 (charge +2) (ωB97M-V/def2-TZVPD).

The geometry in XYZ format:
```
20
Properties=species:S:1:pos:R:3:forces:R:3
N -1.625682 0.361925 -1.133663 -2.92 2.65 1.30
N -1.468615 1.314001 1.002619 -1.81 -1.24 1.96
N 0.594642 2.023832 -0.425011 -2.62 -1.33 0.08
N 1.604905 1.404719 -0.319789 2.47 1.61 0.14
N 2.711760 -0.472139 0.401328 1.91 -0.20 0.53
C 0.238968 -0.464364 0.262120 -1.51 -0.99 0.84
C -0.065445 -1.777280 -0.528299 1.19 -2.01 0.85
C 1.583369 0.095736 0.171435 0.33 -0.81 -1.09
C -0.848409 0.630360 -0.079283 4.49 -0.56 -1.11
H 0.287378 -1.853699 -1.619816 -0.17 0.19 1.86
H -2.363095 0.810889 1.447036 2.59 0.58 -0.13
H 0.245990 -0.722602 1.354947 -0.73 0.08 -0.63
H -1.127823 -1.818604 -0.512026 -0.93 -0.27 -0.31
H -1.972649 2.016575 0.535328 -0.56 2.47 -0.47
H -1.291837 -0.160437 -1.857430 1.26 -1.80 -2.13
H -0.704481 1.722033 1.610780 -1.66 -0.40 -0.12
H -2.403761 0.976854 -1.473308 1.06 -0.56 0.77
H 2.795681 -1.537282 0.621766 -0.07 2.57 -0.30
H 3.624151 0.182208 0.403179 -2.38 -2.00 -0.26
H 0.184953 -2.732722 0.138090 0.08 2.03 -1.78
```
Forces are in eV/Å.

Summary:
- Kohn-Sham gap (spin up / spin down) (eV) = 7.13 / 7.13
- electronic energy (hartree) = -432.01706
- charge = +2
- max |F| (eV/A) = 4.7
- energy above the lowest of the compared OMol25 structures with the same formula, charge and spin (kcal per mole) = 83.8

5.
Entry from the Open Molecules 2025 dataset: 2 unconnected molecules or ions with the total composition C4H11NO (ωB97M-V/def2-TZVPD).

The geometry in XYZ format:
```
17
Properties=species:S:1:pos:R:3:forces:R:3
O -0.305707 1.887825 0.355630 -1.77 1.75 2.12
N 1.482483 0.000305 -0.567419 0.58 -1.59 1.05
C -2.317237 1.442897 -0.972000 3.12 0.49 3.54
C -1.610166 2.128491 0.017885 0.76 -2.21 -3.87
C 0.920761 -1.323415 -0.179498 -0.81 -2.77 1.78
C 0.761478 -1.657216 1.401984 4.22 -0.48 -2.70
H 0.099510 -1.039346 1.879967 -1.20 1.85 1.50
H 2.480738 -0.268273 -0.306980 -0.66 1.36 -0.70
H -2.118165 3.030441 0.376124 0.94 -0.03 0.39
H 0.431855 -2.689176 1.531573 -0.06 -0.15 -0.37
H 1.887253 -1.645037 1.696150 -2.04 0.32 0.54
H 1.455746 0.084030 -1.597017 0.20 -0.32 0.17
H -3.098681 1.985876 -1.335654 -2.58 0.80 -0.85
H -2.079850 0.444745 -1.283241 0.37 -0.01 -0.49
H 1.648581 -2.191512 -0.396645 -0.98 1.27 -0.66
H -0.090764 -1.629305 -0.519996 0.76 0.81 -0.80
H 0.452165 1.438672 -0.100865 -0.85 -1.09 -0.66
```
Forces are in eV/Å.

Summary:
- Kohn-Sham gap (spin up / spin down) (eV) = 2.89 / 9.12
- electronic energy (hartree) = -288.85550
- charge = -1
- multiplicity = 2
- max |F| (eV/A) = 5.0
- expectation value of S² = 0.75
- energy above the lowest of the compared OMol25 structures with the same formula, charge and spin (kcal per mole) = 54.3

6.
Entry from the Open Molecules 2025 dataset: 2 unconnected molecules or ions with the total composition C4H11NO (ωB97M-V/def2-TZVPD).

The geometry in XYZ format:
```
17
Properties=species:S:1:pos:R:3:forces:R:3
O 3.160356 1.101704 -1.112394 2.30 0.09 1.97
N -1.256320 -0.065137 0.155553 -0.88 -1.07 -1.37
C -1.977427 -1.179248 0.794394 -0.79 -0.17 0.32
C 3.187894 0.502247 0.155756 -2.11 -1.53 -0.93
C 1.988349 0.372357 0.821201 4.22 -2.04 0.15
C -1.715351 0.299254 -1.216804 1.68 -2.17 -0.35
H -2.861386 0.263168 -1.397998 1.92 0.55 0.21
H 4.088877 -0.132330 0.341551 -0.96 0.59 -0.43
H 1.858079 -0.533841 1.400243 0.33 0.33 0.68
H -1.340355 -1.565179 1.664108 -1.31 0.65 -0.94
H -1.095511 1.187069 -1.493916 -1.39 -0.14 0.10
H 1.300896 1.103443 0.998569 -2.08 1.84 -0.65
H -1.219964 0.757458 0.701927 -0.23 0.58 0.95
H 2.264544 1.367032 -1.116752 -1.63 0.74 -0.79
H -3.086394 -0.915978 1.062231 1.89 -0.33 0.12
H -2.128306 -2.057934 0.106852 0.62 0.96 0.31
H -1.167977 -0.504091 -1.864514 -1.57 1.12 0.64
```
Forces are in eV/Å.

Summary:
- Kohn-Sham gap (eV) = 9.26
- electronic energy (hartree) = -288.88085
- max |F| (eV/A) = 4.7
- energy above the lowest of the compared OMol25 structures with the same formula, charge and spin (kcal per mole) = 85.4

7.
Entry from the Open Molecules 2025 dataset: a single C4H11NO molecule (ωB97M-V/def2-TZVPD).

The geometry in XYZ format:
```
17
Properties=species:S:1:pos:R:3:forces:R:3
O -0.469948 -0.311071 -3.185234 -0.39 0.16 0.05
N 0.465069 -0.526920 -1.033723 -0.61 -0.15 0.67
C 0.786863 0.596517 1.162685 -1.07 -0.65 0.12
C -0.563730 -1.019476 -1.958693 0.59 1.80 -0.48
C -0.035927 -0.392095 0.346946 0.02 -2.13 -0.23
C -0.028065 1.190068 2.311805 -0.55 -0.17 0.86
H 0.171874 -0.681186 -3.772992 0.67 -0.49 -0.35
H -1.559285 -0.666316 -1.651031 0.07 -0.85 0.51
H -1.136706 -0.355936 0.445781 0.06 1.32 -0.53
H 0.033657 -1.415219 0.765932 0.58 0.28 0.34
H 0.566272 1.371610 3.208288 0.23 0.41 -0.22
H 1.621890 0.018868 1.561291 0.26 0.45 -0.12
H -0.812679 0.529960 2.709244 0.29 -0.45 -0.41
H 1.115554 1.352511 0.454141 0.35 0.29 0.28
H -0.620082 2.074906 2.076201 0.44 0.24 -0.29
H 0.917466 0.329378 -1.335553 -0.58 -0.06 -0.33
H -0.452223 -2.095598 -2.105095 -0.36 0.00 0.11
```
Forces are in eV/Å.

Summary:
- Kohn-Sham gap (eV) = 9.77
- electronic energy (hartree) = -288.95721
- max |F| (eV/A) = 2.1
- energy above the lowest of the compared OMol25 structures with the same formula, charge and spin (kcal per mole) = 37.5

8.
Entry from the Open Molecules 2025 dataset: a single C4H11NO molecule (ωB97M-V/def2-TZVPD).

The geometry in XYZ format:
```
17
Properties=species:S:1:pos:R:3:forces:R:3
O 0.076048 0.025877 -0.684929 -1.31 -1.63 2.71
N 1.617910 0.315561 1.162824 0.62 -2.92 -0.94
C -1.421924 -0.902136 -2.170147 0.26 -0.96 -0.75
C 1.378563 -0.242216 2.515790 -2.23 2.26 0.68
C -1.172626 0.325122 -1.300553 -0.57 0.83 -2.87
C 0.570185 0.886072 0.347863 0.75 0.78 -1.10
H -0.219802 1.344872 0.922968 -0.31 -0.06 0.41
H 2.097476 -0.842671 3.052383 1.41 0.61 -0.66
H -0.651440 -1.166525 -2.947231 -0.61 0.57 0.81
H 1.201299 0.760469 2.929492 0.21 -0.76 1.65
H 0.504132 -0.844458 2.822268 -0.56 0.17 -1.28
H -2.420422 -0.920845 -2.639633 0.42 0.32 0.04
H -1.439495 -1.747431 -1.459966 0.05 0.21 -0.24
H 2.009593 -0.456212 0.618773 0.16 0.55 -0.34
H 1.044926 1.647932 -0.289602 0.07 0.47 0.67
H -2.311400 0.569589 -1.070788 2.38 -0.41 2.09
H -0.863026 1.247000 -1.809513 -0.73 -0.04 -0.88
```
Forces are in eV/Å.

Summary:
- Kohn-Sham gap (eV) = 10.23
- electronic energy (hartree) = -288.88775
- max |F| (eV/A) = 3.4
- energy above the lowest of the compared OMol25 structures with the same formula, charge and spin (kcal per mole) = 81.1

The lowest max |F| belongs to which entry?
C4H11N4